{
  "formula": "C47H35AsN8O10ReSSe",
  "method": "ωB97M-V/def2-TZVPD",
  "lumo_ev": [-7.31, -7.02],
  "e_homo_ev": [-13.758, -13.650],
  "e_tot_ev": -220835.1597,
  "multiplicity": 2,
  "de_lowest_ev": 1.136,
  "gap_ev": [6.45, 6.63],
  "charge": 2,
  "s2": 1.03,
  "species": ["Re", "C", "C", "C", "O", "C", "O", "O", "H", "H", "H", "H", "H", "H", "H", "S", "N", "C", "C", "C", "C", "C", "N", "C", "C", "N", "C", "C", "C", "C", "C", "N", "H", "H", "H", "H", "H", "H", "Se", "N", "C", "C", "C", "C", "C", "C", "N", "H", "H", "H", "H", "O", "As", "C", "C", "C", "C", "C", "C", "C", "C", "C", "C", "C", "C", "C", "C", "C", "C", "C", "C", "H", "H", "H", "H", "H", "H", "H", "H", "H", "H", "H", "H", "H", "H", "H", "O", "C", "O", "C", "C", "C", "C", "C", "C", "N", "O", "O", "N", "O", "O", "H", "H", "H"],
  "xyz": [[-0.43058, 0.28163, 0.62990], [-0.35155, -2.65294, 3.20319], [0.66889, -2.53117, 2.11046], [1.32179, -3.85185, 1.77607], [0.00893, -1.97113, 0.87223], [1.70263, -1.43697, 2.40908], [1.33500, -0.51135, 3.19449], [2.72942, -1.43609, 1.68787], [-1.02071, -3.49770, 3.01372], [-0.95857, -1.75956, 3.28921], [0.15977, -2.81580, 4.15258], [0.58135, -4.56722, 1.39808], [1.77347, -4.26426, 2.68102], [2.11404, -3.72024, 1.03411], [0.58801, -2.20129, 0.12423], [-2.92610, 4.43990, -5.04260], [-2.72643, 2.85093, -4.96118], [-2.14873, 2.61591, -3.80201], [-1.77951, 1.30370, -3.29601], [-1.98152, 0.10828, -3.99503], [-1.60830, -1.08269, -3.41224], [-1.02764, -1.06182, -2.15365], [-0.82104, 0.07251, -1.47617], [-1.21692, 1.24967, -2.03221], [-1.01954, 2.45044, -1.23509], [-0.53992, 2.26532, 0.01886], [-0.21818, 3.32415, 0.76262], [-0.44296, 4.61883, 0.32221], [-1.02957, 4.81933, -0.90778], [-1.30897, 3.71353, -1.71839], [-1.90621, 3.79095, -3.04097], [-2.30326, 4.89532, -3.63615], [-2.43434, 0.14449, -4.98005], [-1.75938, -2.03591, -3.90292], [-0.71608, -1.98720, -1.68759], [0.21881, 3.12781, 1.73102], [-0.17316, 5.45074, 0.95859], [-1.27404, 5.81368, -1.26809], [-0.19191, 0.75887, 4.18920], [-0.96061, 0.98667, 2.53239], [-2.07912, 1.75805, 2.69977], [-3.03021, 2.16127, 1.72205], [-4.10159, 2.91193, 2.10891], [-4.30681, 3.32623, 3.45961], [-3.42424, 2.97736, 4.41930], [-2.29505, 2.18361, 4.05616], [-1.37801, 1.77287, 4.92285], [-2.95690, 1.84610, 0.69443], [-4.83061, 3.20129, 1.35927], [-5.18147, 3.91600, 3.71026], [-3.55014, 3.26773, 5.45606], [1.44118, 0.65022, 0.42069], [3.04112, 0.27922, -0.19555], [3.16586, -1.34454, -1.18899], [2.18291, -1.60323, -2.13623], [2.20165, -2.80824, -2.83103], [3.21779, -3.72281, -2.58707], [4.21655, -3.43677, -1.66049], [4.19088, -2.24866, -0.94785], [4.42954, 0.70985, 1.02284], [4.15789, 0.97891, 2.35577], [5.21183, 1.31688, 3.19237], [6.50721, 1.38362, 2.69097], [6.75963, 1.12174, 1.35199], [5.71620, 0.78798, 0.50360], [3.19022, 1.65864, -1.52198], [3.10884, 2.98026, -1.06902], [3.31390, 4.02490, -1.95666], [3.60046, 3.75214, -3.29233], [3.67860, 2.44190, -3.74133], [3.47721, 1.38645, -2.85654], [1.43335, -0.85536, -2.34931], [1.43696, -3.02981, -3.56709], [3.23727, -4.66138, -3.12933], [5.00804, -4.15266, -1.48185], [4.93750, -2.03644, -0.19440], [3.15079, 0.89204, 2.73738], [5.02210, 1.50886, 4.24073], [7.32695, 1.64305, 3.35017], [7.76899, 1.17629, 0.96890], [5.90330, 0.59703, -0.54610], [2.90696, 3.18267, -0.02427], [3.27776, 5.04960, -1.60608], [3.77821, 4.56831, -3.98318], [3.91659, 2.23433, -4.77789], [3.55925, 0.36597, -3.20486], [-3.03254, -1.02373, 2.66773], [-2.98821, -1.22122, 1.49334], [-2.23419, -0.52927, 0.58187], [-3.79451, -2.29292, 0.83896], [-3.27164, -2.91760, -0.27745], [-3.96222, -3.94771, -0.87056], [-5.17491, -4.38360, -0.38377], [-5.67444, -3.73640, 0.72787], [-5.01029, -2.70638, 1.35704], [-6.99504, -4.16567, 1.26564], [-7.50323, -5.14967, 0.76269], [-7.46125, -3.49757, 2.17043], [-3.37656, -4.58228, -2.08079], [-3.92485, -5.56044, -2.52679], [-2.37324, -4.05731, -2.56540], [-2.32671, -2.61376, -0.67829], [-5.72117, -5.18838, -0.85245], [-5.44072, -2.23694, 2.23233]],
  "forces_ev_per_a": [[0.58, -0.46, 0.13], [-0.48, -0.25, -0.23], [0.42, -0.18, 0.31], [-0.16, -0.10, -0.42], [0.07, 0.43, 0.20], [0.37, 0.69, -0.79], [1.09, -0.93, -0.98], [-0.67, -0.12, 0.52], [0.06, 0.07, 0.05], [-0.02, 0.05, 0.08], [0.00, -0.01, -0.07], [0.10, 0.11, 0.13], [-0.04, 0.03, -0.08], [-0.04, 0.00, 0.08], [0.10, -0.10, 0.25], [-0.30, 0.42, -0.54], [-0.03, 0.10, -0.11], [0.24, -0.21, 0.48], [-0.16, 0.11, -0.28], [-0.03, 0.12, -0.09], [0.02, -0.09, -0.15], [0.06, 0.23, 0.10], [-0.17, -0.29, -0.03], [0.21, -0.24, 0.28], [0.13, -0.31, 0.23], [-0.30, 0.12, 0.05], [0.01, -0.13, -0.07], [0.01, 0.18, -0.08], [-0.06, 0.10, -0.11], [-0.09, 0.27, -0.20], [0.19, -0.43, 0.37], [-0.05, 0.07, -0.15], [0.02, -0.03, 0.07], [-0.01, 0.07, 0.03], [-0.01, 0.07, 0.02], [-0.05, -0.07, 0.05], [-0.03, -0.03, -0.01], [0.06, -0.09, 0.03], [-0.25, 0.27, 0.51], [-0.58, 0.10, 0.11], [0.35, -0.12, 0.18], [-0.03, -0.08, 0.04], [-0.01, 0.08, 0.09], [-0.26, 0.12, -0.27], [0.21, -0.09, 0.17], [0.16, -0.11, 0.03], [-0.50, 0.31, -0.08], [0.01, -0.05, -0.05], [0.04, -0.03, 0.07], [0.08, -0.06, -0.07], [0.06, -0.06, -0.09], [-0.50, -0.45, -0.14], [0.33, 0.30, -0.19], [-0.23, -0.06, 0.37], [0.02, -0.17, -0.08], [-0.02, 0.10, 0.03], [0.07, -0.04, 0.02], [-0.02, -0.08, -0.11], [-0.07, 0.01, 0.17], [-0.06, 0.05, 0.19], [0.11, 0.03, 0.10], [-0.01, 0.02, -0.07], [-0.02, 0.01, 0.07], [0.06, 0.00, 0.03], [-0.13, 0.03, -0.10], [-0.13, 0.15, 0.02], [-0.01, -0.11, -0.23], [-0.01, -0.06, 0.03], [-0.01, 0.01, -0.03], [0.02, -0.03, 0.01], [-0.04, 0.13, 0.09], [-0.04, 0.03, -0.05], [0.05, 0.03, 0.03], [0.01, 0.07, 0.05], [-0.01, 0.02, -0.01], [0.02, -0.05, 0.05], [0.00, -0.06, 0.06], [0.01, 0.04, -0.04], [-0.04, -0.03, -0.04], [0.01, 0.00, -0.02], [0.07, 0.01, -0.05], [0.04, 0.05, 0.06], [-0.01, -0.05, -0.03], [-0.01, -0.05, 0.05], [-0.02, 0.02, 0.06], [0.04, 0.00, -0.04], [0.15, 0.46, 0.36], [-0.02, -0.04, -0.79], [0.02, 0.33, 0.64], [0.27, 0.00, -0.26], [0.00, 0.02, -0.12], [0.15, -0.10, -0.20], [-0.17, -0.25, -0.16], [-0.23, -0.08, 0.03], [-0.10, 0.16, 0.32], [-0.32, -0.16, 0.15], [0.29, 0.53, 0.22], [0.25, -0.31, -0.44], [0.06, -0.05, -0.25], [0.16, 0.34, 0.21], [-0.41, -0.14, 0.37], [0.12, 0.03, -0.03], [-0.02, -0.05, 0.00], [0.02, -0.03, -0.03]],
  "lowdin_spin": [0.784, 0.000, 0.001, 0.000, 0.010, 0.000, 0.009, 0.002, 0.000, 0.000, 0.000, 0.000, 0.000, 0.000, 0.001, -0.001, 0.000, -0.001, 0.001, 0.007, 0.001, 0.008, 0.007, 0.004, 0.012, -0.008, 0.015, -0.002, 0.020, -0.001, 0.000, -0.001, 0.000, 0.000, 0.001, 0.001, -0.001, 0.001, 0.009, 0.012, -0.003, 0.002, -0.008, 0.001, -0.008, 0.001, -0.025, 0.001, 0.000, 0.000, 0.000, 0.089, 0.004, 0.001, 0.000, 0.000, 0.000, 0.000, 0.000, -0.001, 0.000, 0.000, 0.000, 0.000, 0.000, 0.002, 0.001, 0.000, 0.000, 0.000, 0.000, 0.000, 0.000, 0.000, 0.000, 0.000, 0.000, 0.000, 0.000, 0.000, 0.000, 0.000, 0.000, 0.000, 0.000, 0.000, 0.008, 0.005, 0.036, 0.000, 0.001, 0.000, 0.001, 0.000, 0.001, 0.000, 0.000, 0.000, 0.000, 0.000, 0.000, 0.000, 0.000, 0.000]
}